Record 1
Computed, not measured: a structure of composition C27H20N7O4PdS2, with ωB97M-V with the def2-TZVPD basis set.

Structure (ORCA input):
```
! RIJCOSX wB97M-V def2-TZVPD def2/J DEFGRID3
* xyz -1 1
Pd -0.481 -1.178 1.047
O -0.828 -4.547 3.185
C -0.929 -3.534 2.498
N -0.133 -2.455 2.461
C 0.971 -2.204 3.281
C 1.273 -2.906 4.442
C 2.386 -2.546 5.187
C 3.188 -1.498 4.771
C 2.890 -0.780 3.620
C 1.769 -1.113 2.855
N 1.393 -0.529 1.629
C 2.062 0.517 1.110
O 2.753 1.319 1.744
C 2.020 0.757 -0.409
C 2.536 1.976 -0.850
C 2.582 2.239 -2.204
C 2.128 1.275 -3.089
C 1.662 0.078 -2.569
N 1.611 -0.183 -1.267
C -2.136 -3.369 1.581
C -2.994 -4.427 1.338
C -4.122 -4.201 0.568
C -4.375 -2.921 0.098
C -3.464 -1.915 0.368
N -2.363 -2.141 1.080
H 0.648 -3.733 4.740
H 2.620 -3.090 6.094
H 4.061 -1.221 5.352
H 3.506 0.048 3.317
H 2.877 2.683 -0.108
H 2.968 3.183 -2.570
H 2.136 1.439 -4.158
H 1.300 -0.708 -3.221
H -2.749 -5.388 1.767
H -4.806 -5.010 0.345
H -5.256 -2.697 -0.487
H -3.620 -0.903 0.019
N 1.672 5.752 -2.366
C 0.836 4.753 -1.863
C -0.263 4.311 -2.599
C -1.108 3.345 -2.083
C -0.862 2.805 -0.830
C 0.222 3.248 -0.084
C 1.059 4.221 -0.593
S -1.886 1.522 -0.165
O -3.177 1.643 -0.812
O -1.810 1.634 1.266
N -1.172 0.140 -0.555
C -1.393 -0.516 -1.714
S -2.232 0.109 -3.124
C -1.874 -1.357 -3.963
C -1.210 -2.199 -3.138
N -0.937 -1.733 -1.885
H 1.673 5.834 -3.370
H 2.604 5.753 -1.983
H -0.457 4.732 -3.578
H -1.973 3.022 -2.643
H 0.398 2.828 0.898
H 1.904 4.564 -0.008
H -2.202 -1.527 -4.973
H -0.892 -3.198 -3.400
*
```

E_HOMO = -0.1606 Ha
E_LUMO = 2.4 eV


Record 2
Computed, not measured: an isolated molecule of H3NO2S2 at a distorted geometry, with ωB97M-V with the def2-TZVPD basis set.

Structure (ORCA input):
```
! RIJCOSX wB97M-V def2-TZVPD def2/J DEFGRID3
* xyz 0 1
N -0.891 0.604 0.489
O 1.036 -0.427 -0.803
O 2.687 0.266 1.093
S 2.671 -0.372 -0.202
S 0.118 1.075 -0.671
H -1.311 -0.369 0.415
H -0.988 1.085 1.368
H 2.972 0.746 -0.957
*
```

E_HOMO = -0.3172 Ha
E_LUMO = 0.4 eV


Record 3
Computed, not measured: an isolated molecule of CH3IO2 at a distorted geometry, with ωB97M-V with the def2-TZVPD basis set.

Structure (ORCA input):
```
! RIJCOSX wB97M-V def2-TZVPD def2/J DEFGRID3
* xyz 0 1
O -0.879 -0.947 0.284
C -0.219 0.256 0.175
O 0.223 0.757 -1.115
I 1.428 0.462 1.662
H -0.205 -1.698 0.129
H -0.857 1.161 0.490
H 0.510 0.008 -1.625
*
```

E_HOMO = -0.3520 Ha
E_LUMO = 0.3 eV
SMILES string = OC(O)I


Record 4
Computed, not measured: the ion C4H10N with charge +1 at a distorted geometry, with ωB97M-V with the def2-TZVPD basis set.

Structure (ORCA input):
```
! RIJCOSX wB97M-V def2-TZVPD def2/J DEFGRID3
* xyz 1 1
C 0.020 -0.719 0.941
C -0.265 0.076 -0.349
C -1.579 0.224 -0.825
C 0.760 0.867 -0.958
N 1.318 -0.947 1.579
H -0.667 -0.334 1.717
H -0.349 -1.718 0.703
H -1.771 1.291 -0.743
H -2.353 -0.327 -0.372
H -1.663 0.207 -1.862
H 0.819 1.860 -0.520
H 0.459 1.117 -2.051
H 1.590 0.296 -1.023
H 1.547 -1.630 2.356
H 2.133 -0.261 1.406
*
```

E_HOMO = -0.4991 Ha
E_LUMO = -6.2 eV


Summary of energy above the lowest of the compared OMol25 structures with the same formula, charge and spin in kcal/mol
5.4 15.6 17.9 72.0
(order as listed above)